1.
Entry from OMol25: a 2-piece molecular cluster, C10H16 overall (the ωB97M-V functional and the def2-TZVPD basis).

XYZ file:
```
26
Properties=species:S:1:pos:R:3:forces:R:3:lowdin_charge:R:1
C 0.542891 -2.644797 -0.617345 0.41 -0.51 0.80 -0.06
C 1.053665 -1.521669 0.247011 -0.90 0.67 -0.62 -0.30
C 2.176996 -0.813721 -0.145957 0.35 -0.07 0.00 -0.06
C 2.728754 0.181900 0.656211 0.07 -0.48 -0.43 -0.08
C 2.123325 0.462381 1.860358 -0.48 0.68 0.77 -0.11
C 0.895190 -0.096627 2.189003 0.06 -0.41 -0.49 -0.09
C 0.347568 -1.059845 1.353060 0.40 -0.66 0.83 -0.07
H 0.960608 -3.571486 -0.203786 0.17 -0.04 -0.36 0.08
H 0.870925 -2.523483 -1.648186 -0.17 -0.12 -0.01 0.08
H -0.527444 -2.812432 -0.539824 -0.19 0.40 -0.21 0.07
H 2.639694 -1.099997 -1.082492 0.17 0.13 -0.01 0.11
H 3.626528 0.690007 0.321764 -0.03 -0.02 0.20 0.10
H 2.537371 1.142030 2.590370 0.29 0.27 -0.22 0.10
H 0.366718 0.173600 3.093104 0.13 0.08 0.06 0.10
H -0.525288 -1.592606 1.708952 -0.28 0.08 -0.30 0.11
C -1.796476 0.265765 -1.530155 -0.49 0.06 -1.02 -0.13
C -1.576223 1.763069 -1.315047 0.09 -0.36 0.36 -0.31
C -2.013643 2.220054 0.085465 0.47 -0.06 -0.02 -0.12
H -2.782088 -0.133669 -1.269498 0.02 0.38 0.47 0.07
H -1.029261 -0.262604 -0.979687 0.02 -0.38 -0.01 0.04
H -1.751286 0.033193 -2.605266 0.51 -0.07 0.24 0.07
H -0.501049 1.900145 -1.423032 0.06 0.26 -0.12 0.09
H -2.058382 2.363929 -2.084701 -0.06 -0.04 -0.03 0.09
H -1.197640 2.693075 0.643050 -0.20 0.33 -0.27 0.06
H -2.867944 2.892159 -0.003829 0.02 -0.09 0.41 0.06
H -2.243508 1.351630 0.700458 -0.44 -0.04 -0.01 0.06
```
Forces are in eV/Å.

Results
**Kohn-Sham gap**: 0.371 hartree
**LUMO energy**: 1.04 eV
**Charge**: 0
**SMILES**: Cc1ccccc1.CCC
**HOMO level**: -9.07 eV

=====

2.
Entry from OMol25: a 2-piece molecular cluster, C10H16 overall (the ωB97M-V functional and the def2-TZVPD basis).

XYZ file:
```
26
Properties=species:S:1:pos:R:3:forces:R:3:lowdin_charge:R:1
C 0.085949 1.891611 2.500407 0.44 -0.31 -0.58 -0.05
C 1.140386 1.385865 1.530274 0.30 -0.09 0.05 -0.27
C 0.945770 1.245379 0.147368 -0.81 0.62 1.27 -0.07
C 1.947710 0.806348 -0.685069 0.18 -0.48 -0.03 -0.09
C 3.151617 0.364839 -0.131965 0.08 1.39 0.17 -0.09
C 3.407955 0.594286 1.227314 -0.56 -1.19 -1.25 -0.08
C 2.373760 1.024044 2.055510 0.64 -0.38 -0.12 -0.07
H -0.315675 2.872065 2.240577 0.01 -0.09 -0.17 0.08
H 0.585655 1.985519 3.457624 -0.29 -0.02 0.32 0.07
H -0.726179 1.171042 2.554778 -0.21 0.05 0.20 0.08
H -0.067592 1.479869 -0.161116 0.20 0.15 -0.64 0.11
H 1.795665 0.812497 -1.756158 -0.06 -0.32 -0.03 0.10
H 3.933910 -0.006528 -0.780221 0.04 -0.03 0.03 0.10
H 4.383215 0.261667 1.545545 0.00 0.14 0.66 0.10
H 2.518469 0.938383 3.124636 0.02 0.53 0.12 0.11
C -2.685681 -0.601081 -2.336344 0.34 0.36 -0.73 -0.14
C -2.328774 -1.157923 -0.994864 -0.13 -2.25 1.27 -0.31
C -1.921324 -2.690505 -1.096591 0.15 1.23 -0.98 -0.10
H -3.694910 -0.845954 -2.669295 -0.16 0.13 0.33 0.07
H -2.519189 0.477584 -2.406852 -0.22 -0.07 -0.05 0.07
H -2.055006 -1.089513 -3.085538 0.17 0.32 -0.02 0.07
H -1.479839 -0.731629 -0.479782 0.29 0.81 -0.41 0.07
H -3.116926 -1.089755 -0.230910 -0.16 0.18 -0.47 0.10
H -2.594263 -3.360566 -0.575524 0.34 -0.12 0.42 0.06
H -1.905776 -3.011336 -2.142989 -0.36 0.06 -0.02 0.05
H -0.858928 -2.726210 -0.850817 -0.23 -0.63 0.68 0.06
```
Forces are in eV/Å.

Results
**Kohn-Sham gap**: 0.367 hartree
**LUMO energy**: 0.98 eV
**Charge**: 0
**SMILES**: Cc1ccccc1.CCC
**HOMO level**: -9.02 eV

=====

3.
Entry from OMol25: a 2-piece molecular cluster, C10H16 overall (the ωB97M-V functional and the def2-TZVPD basis).

XYZ file:
```
26
Properties=species:S:1:pos:R:3:forces:R:3:lowdin_charge:R:1
C -2.172949 1.655774 0.008773 -0.09 0.54 -0.06 -0.09
C -0.928505 1.094108 0.737667 -1.26 -0.04 -0.25 -0.19
C -1.018090 -0.398358 0.924957 -0.68 0.27 -0.13 -0.25
C -0.639933 -1.267142 -0.079731 1.74 -0.96 0.49 -0.04
C -0.546443 -2.645717 0.186386 -1.44 0.49 -0.11 -0.08
C -1.005652 -3.140460 1.398786 0.52 0.07 -0.28 -0.10
C -1.581425 -2.276504 2.326150 -0.23 -0.05 0.24 -0.09
C -1.650539 -0.923111 2.066970 0.52 0.27 -0.83 -0.05
H -2.404570 2.641668 0.402762 0.07 0.28 0.00 0.06
H -3.098595 1.094774 0.143747 0.26 -0.36 0.06 0.07
H -2.011752 1.800265 -1.057110 0.03 -0.25 -0.13 0.07
H -0.043442 1.391973 0.183449 0.16 -0.12 0.12 0.08
H -0.930480 1.587111 1.702368 0.40 -0.08 0.31 0.10
H -0.109200 -0.920795 -0.959747 -0.43 0.30 -0.18 0.10
H -0.336916 -3.343150 -0.613868 0.57 0.05 0.06 0.10
H -0.841400 -4.191654 1.581516 -0.37 -0.12 0.28 0.10
H -1.991997 -2.636338 3.261056 -0.01 -0.21 -0.06 0.10
H -2.205923 -0.225813 2.677026 0.21 -0.08 0.51 0.11
C 2.192924 1.186199 -1.835999 -0.23 -0.15 -0.69 -0.16
C 3.691006 1.508847 -1.782493 0.07 -0.03 -0.80 -0.16
H 1.863604 1.375799 -2.859365 -0.25 0.03 0.06 0.06
H 1.969553 0.136155 -1.667943 0.19 -0.16 0.18 0.05
H 1.514111 1.743658 -1.197467 0.35 0.27 0.25 0.04
H 4.302105 0.639603 -1.560278 -0.01 -0.02 0.63 0.06
H 3.971156 2.373555 -1.186937 -0.07 -0.17 0.31 0.06
H 4.013351 1.739553 -2.800675 0.00 0.23 0.01 0.06
```
Forces are in eV/Å.

Results
**Kohn-Sham gap**: 0.367 hartree
**LUMO energy**: 1.04 eV
**Charge**: 0
**SMILES**: CCc1ccccc1.CC
**HOMO level**: -8.94 eV

=====

4.
Entry from OMol25: a 2-piece molecular cluster, C10H16 overall (the ωB97M-V functional and the def2-TZVPD basis).

XYZ file:
```
26
Properties=species:S:1:pos:R:3:forces:R:3:lowdin_charge:R:1
C -2.727118 0.592381 0.110210 0.27 -0.90 0.23 -0.04
C -1.783339 0.012990 1.143149 0.36 -0.22 -0.80 -0.28
C -1.817468 0.381300 2.467779 0.20 0.04 1.29 -0.06
C -0.909408 -0.144317 3.384909 0.39 -0.89 -0.20 -0.08
C 0.018923 -1.091734 2.966433 -0.03 0.36 0.70 -0.11
C 0.061231 -1.477528 1.651950 0.10 0.06 -0.85 -0.10
C -0.817902 -0.923379 0.742423 -0.43 0.88 -0.10 -0.06
H -2.719647 1.664824 0.076297 0.00 0.58 0.14 0.07
H -3.735486 0.243200 0.322673 -0.18 0.11 -0.10 0.08
H -2.434969 0.221942 -0.871310 -0.13 0.04 -0.08 0.07
H -2.542817 1.073312 2.852259 -0.35 0.35 -0.15 0.11
H -0.857740 0.048738 4.451565 -0.54 0.58 -0.18 0.10
H 0.714620 -1.464843 3.706884 0.08 -0.20 -0.15 0.10
H 0.811313 -2.137663 1.263580 0.32 -0.39 0.12 0.10
H -0.718281 -1.088484 -0.325275 0.00 -0.39 0.08 0.10
C 2.522488 -0.682952 -1.937444 -0.82 0.47 -1.10 -0.12
C 2.095972 0.776967 -1.829185 -0.24 0.64 0.69 -0.32
C 0.822161 1.057232 -2.637836 0.50 0.54 -0.29 -0.13
H 2.416050 -0.994464 -2.985532 0.26 0.01 0.07 0.07
H 1.754970 -1.256660 -1.417358 0.38 -0.30 0.33 0.06
H 3.533503 -0.890744 -1.633353 0.22 -0.16 0.45 0.06
H 1.939250 1.030808 -0.771158 -0.23 -0.28 -0.08 0.09
H 2.833018 1.532956 -2.105325 0.39 -0.42 -0.35 0.09
H 1.074660 1.543116 -3.581007 0.16 -0.40 -0.31 0.07
H 0.262124 0.153189 -2.858787 -0.23 -0.02 0.13 0.06
H 0.203904 1.819808 -2.186543 -0.44 -0.11 0.52 0.06
```
Forces are in eV/Å.

Results
**Kohn-Sham gap**: 0.371 hartree
**LUMO energy**: 1.03 eV
**Charge**: 0
**SMILES**: Cc1ccccc1.CCC
**HOMO level**: -9.07 eV